{"formula": "C36H90N6Na3O16P", "method": "ωB97M-V with the def2-TZVPD basis set", "total_energy_ev": -103032.1610, "relative_energy_kj_mol": 189.8, "orbital_gap_ev": 7.825, "e_homo_ev": -7.88, "mol_weight_g_mol": 963.1, "symbols": ["Na", "Na", "Na", "P", "O", "O", "O", "O", "C", "O", "C", "C", "N", "C", "C", "O", "C", "H", "H", "H", "H", "H", "H", "H", "H", "H", "H", "H", "H", "H", "H", "H", "C", "O", "C", "C", "N", "C", "C", "O", "C", "H", "H", "H", "H", "H", "H", "H", "H", "H", "H", "H", "H", "H", "H", "H", "C", "O", "C", "C", "N", "C", "C", "O", "C", "H", "H", "H", "H", "H", "H", "H", "H", "H", "H", "H", "H", "H", "H", "H", "C", "O", "C", "C", "N", "C", "C", "O", "C", "H", "H", "H", "H", "H", "H", "H", "H", "H", "H", "H", "H", "H", "H", "H", "C", "O", "C", "C", "N", "C", "C", "O", "C", "H", "H", "H", "H", "H", "H", "H", "H", "H", "H", "H", "H", "H", "H", "H", "C", "O", "C", "C", "N", "C", "C", "O", "C", "H", "H", "H", "H", "H", "H", "H", "H", "H", "H", "H", "H", "H", "H", "H"], "xyz": [[2.626, -0.991, 0.641], [1.442, 2.233, -2.269], [-2.030, -0.511, -0.434], [0.690, 0.160, -0.785], [1.682, 1.188, -0.150], [-0.499, 0.978, -1.331], [0.219, -0.936, 0.218], [1.370, -0.481, -2.010], [-0.674, -1.773, -6.741], [-0.922, -0.469, -6.295], [-0.204, -0.087, -5.135], [1.265, 0.141, -5.458], [1.960, 0.713, -4.311], [3.400, 0.638, -4.423], [4.134, 1.002, -3.143], [3.879, 2.384, -2.899], [4.662, 2.913, -1.845], [0.313, -1.880, -7.202], [-1.426, -2.038, -7.483], [-0.757, -2.523, -5.942], [-0.309, -0.839, -4.348], [-0.630, 0.866, -4.818], [1.290, 0.755, -6.363], [1.776, -0.812, -5.670], [1.691, 0.210, -3.448], [3.767, 1.382, -5.143], [3.767, -0.339, -4.776], [5.195, 0.801, -3.319], [3.740, 0.431, -2.294], [5.718, 2.910, -2.123], [4.419, 2.447, -0.885], [4.377, 3.963, -1.725], [-1.407, -2.960, -2.341], [-2.646, -2.405, -1.954], [-3.528, -3.336, -1.372], [-4.573, -2.601, -0.543], [-3.935, -1.887, 0.568], [-4.950, -1.139, 1.320], [-4.427, -0.833, 2.715], [-4.420, -2.044, 3.444], [-3.969, -1.893, 4.761], [-0.823, -2.148, -2.775], [-1.484, -3.781, -3.061], [-0.828, -3.296, -1.472], [-2.994, -4.031, -0.704], [-3.952, -4.006, -2.131], [-5.208, -3.414, -0.167], [-5.129, -1.946, -1.213], [-3.641, -2.583, 1.256], [-5.902, -1.670, 1.455], [-5.241, -0.202, 0.840], [-5.051, -0.080, 3.211], [-3.410, -0.426, 2.688], [-4.288, -2.758, 5.341], [-4.366, -0.987, 5.229], [-2.880, -1.857, 4.870], [1.457, 3.902, 1.778], [0.899, 4.325, 2.993], [1.597, 5.291, 3.704], [0.797, 5.626, 4.950], [1.505, 6.415, 5.945], [1.778, 7.772, 5.484], [2.288, 8.690, 6.588], [3.690, 8.771, 6.639], [4.342, 7.638, 7.144], [0.915, 3.080, 1.320], [2.513, 3.638, 1.903], [1.451, 4.747, 1.073], [1.772, 6.202, 3.109], [2.602, 4.927, 3.978], [0.470, 4.691, 5.411], [-0.137, 6.101, 4.609], [0.914, 6.473, 6.766], [0.886, 8.215, 5.012], [2.557, 7.763, 4.718], [1.894, 8.423, 7.580], [1.959, 9.713, 6.404], [4.108, 6.747, 6.548], [3.959, 7.397, 8.147], [5.420, 7.746, 7.196], [-5.160, 2.493, -5.999], [-5.063, 1.665, -4.871], [-3.715, 1.277, -4.621], [-3.645, 0.407, -3.366], [-3.041, 1.049, -2.225], [-3.813, 2.059, -1.544], [-3.089, 2.609, -0.346], [-3.034, 1.710, 0.757], [-1.933, 2.068, 1.603], [-4.580, 3.421, -5.938], [-6.216, 2.744, -6.116], [-4.859, 1.969, -6.917], [-3.092, 2.165, -4.461], [-3.334, 0.720, -5.487], [-3.087, -0.497, -3.619], [-4.661, 0.083, -3.119], [-2.030, 1.127, -2.104], [-4.840, 1.781, -1.284], [-3.947, 2.961, -2.170], [-3.643, 3.508, -0.034], [-2.105, 2.978, -0.650], [-0.989, 1.849, 1.099], [-1.997, 1.372, 2.440], [-2.042, 3.094, 1.957], [2.635, 1.488, 4.241], [1.862, 0.289, 4.236], [0.636, 0.519, 3.551], [-0.263, -0.688, 3.695], [0.181, -1.777, 2.851], [-0.532, -3.012, 3.136], [-0.249, -4.057, 2.076], [-1.195, -5.109, 2.296], [-1.173, -6.086, 1.266], [2.817, 1.856, 3.229], [3.553, 1.314, 4.796], [2.045, 2.236, 4.786], [0.763, 0.804, 2.498], [0.175, 1.406, 4.012], [-1.286, -0.387, 3.408], [-0.350, -1.031, 4.728], [0.178, -1.536, 1.859], [-1.610, -2.777, 3.111], [-0.361, -3.463, 4.117], [0.730, -4.533, 2.175], [-0.339, -3.634, 1.070], [-1.675, -6.961, 1.685], [-0.147, -6.384, 1.035], [-1.767, -5.717, 0.426], [3.257, -6.816, 1.213], [2.491, -5.850, 0.542], [3.277, -4.791, 0.004], [2.268, -3.875, -0.677], [2.793, -2.737, -1.418], [3.461, -3.031, -2.678], [2.550, -3.627, -3.737], [2.400, -5.034, -3.597], [1.291, -5.572, -4.261], [3.879, -7.422, 0.548], [2.548, -7.471, 1.719], [3.904, -6.390, 1.988], [3.978, -5.199, -0.731], [3.790, -4.319, 0.848], [1.626, -3.443, 0.101], [1.527, -4.454, -1.242], [2.073, -2.023, -1.586], [4.198, -3.811, -2.453], [3.934, -2.135, -3.075], [2.960, -3.479, -4.750], [1.558, -3.150, -3.702], [1.118, -5.080, -5.228], [0.365, -5.493, -3.682], [1.530, -6.613, -4.472]], "mulliken_charge": [0.678, 0.732, -0.042, -0.559, -0.567, -1.120, 0.529, 0.460, -0.691, -0.461, 1.061, -0.940, -0.118, -0.725, -0.385, -0.335, -0.731, 0.299, 0.329, 0.181, -0.667, 0.112, 0.198, 0.377, -0.213, 0.356, 0.447, 0.611, 0.014, 0.335, 0.205, 0.257, 0.741, 0.188, -0.239, -1.002, 0.436, -1.016, -0.082, -0.427, -0.633, -1.637, 0.727, -0.230, -0.229, 0.351, 0.546, 0.323, 0.032, 0.445, 0.364, 0.687, -0.250, 0.287, 0.346, 0.140, -0.590, -0.108, -0.555, -0.755, -0.220, -0.588, -0.590, -0.373, -0.581, -0.206, 0.346, 0.472, 0.386, 0.342, 0.344, 0.271, 0.235, 0.505, 0.302, 0.337, 0.275, 0.177, 0.275, 0.262, -0.790, -0.399, -0.849, -0.265, 1.193, -0.961, -0.776, -0.123, -0.371, 0.302, 0.272, 0.302, 0.384, 0.572, -0.048, 0.230, 0.069, 0.338, 0.352, 0.568, 0.289, -0.427, 0.078, 0.529, -0.428, -0.516, -0.135, 0.776, -0.258, -0.195, 0.995, -0.484, -0.254, 0.002, 0.368, 0.225, -0.367, 0.521, -0.959, 0.668, 0.352, -0.285, 0.379, 0.274, -0.831, 0.275, 0.062, 0.030, -0.888, -0.179, -0.734, 1.053, 0.192, -1.247, 0.058, -0.430, -0.668, 0.298, 0.251, 0.342, 0.504, 0.307, -0.664, -0.024, -0.439, 0.570, 0.195, 0.600, -0.032, 0.324, 0.172, 0.296]}